Density functional theory data (wB97M-V/def2-TZVPD) for C7H19BrMnNO3 as an isolated structure.

energy above the lowest of the compared OMol25 structures with the same formula, charge and spin	421.9	kJ/mol
total energy	-116552.7227	eV
total charge	+1
HOMO energy (spin up / spin down)	-11.3 / -11.3	eV
LUMO energy (spin up / spin down)	-7.555 / -7.600	eV
multiplicity	6
⟨S²⟩	8.76

Geometry as XYZ:
```
32
C7H19BrMnNO3 | OMol25 | wB97M-V/def2-TZVPD
Mn 1.23912 2.86611 1.30131
Br 2.41073 1.10475 0.21518
C -3.33471 1.31204 -2.80961
O -2.22818 0.67589 -2.20278
C -1.88390 -0.50866 -2.88869
C -0.79705 -1.18137 -2.10640
N -1.26707 -1.50228 -0.75837
C -0.17034 -1.88101 0.12485
C -0.64736 -2.11206 1.53212
O -1.16385 -0.90038 2.03570
C -1.89855 -1.09430 3.22128
H -3.43951 2.29300 -2.34914
H -4.25711 0.74584 -2.64267
H -3.17322 1.44398 -3.88469
H -1.56070 -0.26801 -3.91302
H -2.75661 -1.17406 -2.98162
H 0.08249 -0.51106 -2.08374
H -0.50889 -2.10882 -2.60426
H -1.64351 -0.63725 -0.37897
H 0.61084 -1.10129 0.13918
H 0.32049 -2.78575 -0.25066
H 0.18819 -2.45032 2.16680
H -1.41031 -2.89851 1.53069
H -1.25414 -1.44699 4.03713
H -2.69460 -1.82814 3.06416
H -2.33698 -0.13657 3.48854
C 5.84872 2.91531 1.39865
O 5.17351 2.03126 2.28076
H 5.25755 3.81860 1.16462
H 6.75953 3.23304 1.89240
H 6.10858 2.44122 0.44532
H 4.42685 1.64581 1.81591
```